ORCA calculation (wB97M-V/def2-TZVPD) on 2 unconnected molecules or ions with the total composition C3H10N2O2 at a distorted geometry.

Properties
**SMILES**: NCNCC=O.O
**Energy above the lowest of the compared OMol25 structures with the same formula, charge and spin**: 323.6 kJ/mol
**M**: 106.1 g/mol

Positions of all 17 atoms, in Å:
1 O -3.823 -0.795 2.204
2 O 2.057 0.024 1.712
3 N 0.708 -0.079 -0.966
4 N -1.188 1.313 -1.397
5 C 2.031 -0.552 -0.577
6 C 0.163 1.290 -0.806
7 C 2.077 -0.897 0.920
8 H -4.720 -0.585 2.542
9 H 1.004 2.067 -1.261
10 H -3.440 -1.328 2.887
11 H 2.393 -1.410 -1.136
12 H -1.366 0.363 -1.653
13 H 2.109 -2.056 1.090
14 H 2.831 0.238 -0.714
15 H -1.252 1.814 -2.330
16 H 0.310 1.498 0.304
17 H 0.105 -0.906 -0.819